Formula: C7H13N3O7P2PdS
Source: OMol25
Level of theory: wB97M-V/def2-TZVPD

Spin multiplicity ... 1
Gap between HOMO and LUMO ... 6.547 eV
HOMO energy ... -16.82 eV
Net charge ... +2

Geometry (Å):
N1 0.22 -2.50 2.29
C1 -0.49 2.86 -0.16
N2 -1.26 1.78 -0.33
O1 -1.53 -3.13 -2.79
O2 0.68 -1.89 -2.61
H1 2.07 0.04 2.84
H2 -2.84 5.22 -0.72
C2 -1.04 4.12 -0.29
P1 -0.78 -2.10 -1.94
H3 2.83 -0.45 -3.68
O3 1.83 -1.16 -0.44
O4 0.74 0.51 -1.85
H4 0.81 -3.27 2.57
H5 -3.09 0.94 -0.80
C3 -3.15 3.10 -0.80
H6 0.55 2.71 0.08
H7 -1.43 -3.17 -3.75
C4 -2.39 4.24 -0.61
H8 -4.20 3.15 -1.05
C5 2.80 -1.93 3.28
C6 -2.55 1.86 -0.66
H9 3.07 -2.59 2.45
O5 -1.44 -0.68 -1.96
P2 1.63 -0.80 -1.86
H10 -0.60 -2.73 1.74
Pd1 -0.41 -0.06 -0.35
H11 -0.41 4.99 -0.14
O6 -0.64 -2.41 -0.49
N3 1.82 -0.94 2.83
S1 -0.42 0.09 1.87
C7 0.65 -1.26 2.33
O7 2.88 -0.65 -2.73
H12 2.41 -2.49 4.12
H13 3.70 -1.40 3.60

These are the Mulliken partial charges, in e, on atoms 1 to 6: -0.278, 0.069, 0.061, -0.502, -0.191, 0.265



Formula: C15H26NO2OsP
Source: OMol25
Level of theory: wB97M-V/def2-TZVPD

Spin multiplicity ... 5
Relative energy (zero: lowest compared OMol25 entry of this formula, charge and spin) ... 231.3 kJ/mol
Gap between HOMO and LUMO (spin up / spin down) ... 8.317 / 5.711 eV
HOMO energy (spin up / spin down) ... -14.62 / -15.34 eV
Net charge ... +2

Geometry (Å):
H1 -0.07 -4.82 1.49
H2 1.63 2.23 -3.86
H3 2.50 -0.51 1.25
C1 -0.90 0.42 0.02
C2 1.66 1.26 -1.44
H4 -0.11 1.46 -2.54
C3 -3.05 0.61 -1.08
H5 -3.11 2.18 1.93
C4 2.19 1.75 2.79
C5 -0.29 -4.33 0.53
C6 -3.55 1.37 -0.03
H6 0.55 -0.23 4.44
H7 -3.67 0.37 -1.95
C7 0.89 -0.73 3.52
C8 -0.60 1.36 2.34
O1 -1.07 -2.25 1.41
H8 2.60 1.43 3.75
C9 -1.73 0.15 -1.07
H9 -1.31 -4.58 0.26
H10 -1.10 0.98 3.24
H11 0.41 -4.66 -0.23
H12 0.34 -0.91 -3.63
O2 0.85 -2.28 0.19
C10 1.38 1.17 -3.84
H13 0.67 0.95 -4.64
H14 1.19 1.91 -0.63
H15 2.59 0.63 -1.39
H16 2.27 0.55 -3.95
H17 3.00 1.84 2.06
H18 -1.50 -1.76 -2.03
C11 0.20 -0.60 -2.59
H19 0.84 -1.26 -1.97
C12 -1.43 1.13 1.12
H20 0.17 -1.50 3.22
H21 -1.88 -0.43 -3.12
H22 2.19 2.14 -1.88
H23 1.88 -1.17 3.68
H24 -4.58 1.74 -0.06
C13 -2.74 1.62 1.08
H25 1.67 2.70 2.89
P1 1.05 0.47 2.17
Os1 1.12 -0.16 0.08
C14 -1.28 -0.69 -2.23
C15 -0.20 -2.83 0.74
H26 -0.40 2.43 2.50
N1 0.72 0.84 -2.53

These are the Mulliken partial charges, in e, on atoms 1 to 6: 0.325, 0.399, 0.172, 0.503, -1.094, 0.386



Formula: C4H16BaFO4
Source: OMol25
Level of theory: wB97M-V/def2-TZVPD

Spin multiplicity ... 1
Relative energy (zero: lowest compared OMol25 entry of this formula, charge and spin) ... 30.2 kJ/mol
Gap between HOMO and LUMO ... 8.642 eV
HOMO energy ... -12.15 eV
Net charge ... +1

Geometry (Å):
H1 -13.98 5.67 20.53
H2 -13.14 6.88 24.31
F1 -13.33 0.02 22.86
H3 -12.27 4.90 23.81
H4 -14.28 5.70 25.06
H5 -15.72 0.04 21.20
H6 -14.17 3.95 26.57
H7 -18.03 0.87 21.59
O1 -15.97 0.97 21.17
O2 -13.32 2.48 25.20
C1 -13.63 3.00 26.60
H8 -14.43 2.44 27.09
H9 -17.66 1.25 19.84
H10 -17.51 2.43 20.97
H11 -13.60 4.77 19.13
H12 -12.80 3.22 27.26
H13 -15.23 5.50 19.32
O3 -14.87 3.80 20.31
C2 -14.42 4.98 19.82
O4 -13.11 5.06 23.38
H14 -14.66 6.39 23.61
H15 -15.30 3.30 19.60
C3 -13.79 6.03 24.15
Ba1 -14.55 2.52 22.80
H16 -12.42 2.15 25.23
C4 -17.36 1.35 20.89

These are the Mulliken partial charges, in e, on atoms 1 to 6: 0.204, 0.354, -0.871, 0.258, 0.210, 0.293



Formula: C8H24BeN2O14
Source: OMol25
Level of theory: wB97M-V/def2-TZVPD

Spin multiplicity ... 2
Relative energy (zero: lowest compared OMol25 entry of this formula, charge and spin) ... 27.9 kJ/mol
Gap between HOMO and LUMO (spin up / spin down) ... 3.779 / 5.954 eV
HOMO energy (spin up / spin down) ... -1.82 / -4.03 eV
Net charge ... -1

Geometry (Å):
C1 -2.39 -0.68 -1.46
C2 2.90 1.54 1.84
O1 2.32 -1.27 -2.22
H1 -0.70 3.65 -0.84
C3 -0.29 2.33 -2.67
C4 0.00 2.89 -1.19
H2 -3.32 -2.72 -1.57
O2 -0.88 -0.89 1.52
H3 -2.76 1.10 3.55
N1 2.24 -2.49 -2.65
Be1 0.95 -0.41 -0.23
O3 0.36 -4.04 1.27
H4 -3.23 2.25 1.60
H5 -0.82 -1.58 -2.37
H6 4.17 2.47 0.38
H7 0.99 3.32 -1.08
H8 4.60 0.77 0.92
H9 -1.26 -0.79 3.48
O4 2.04 -3.84 2.43
N2 1.37 -3.47 1.50
O5 -1.05 -1.13 -1.56
O6 2.15 0.41 2.00
H10 -0.15 3.07 -3.46
O7 1.26 -3.17 -2.38
H11 0.51 0.82 -3.77
H12 -1.35 2.13 -2.81
H13 -2.80 -0.37 -2.43
C5 -3.28 -1.86 -0.90
O8 1.80 -2.58 0.83
H14 3.38 0.68 -1.28
H15 -2.38 0.19 -0.80
O9 2.96 1.07 -0.51
O10 0.58 1.22 -2.90
H16 -0.26 0.50 2.96
H17 2.13 2.30 1.86
O11 -2.83 -2.44 0.27
H18 -4.32 -1.55 -0.89
C6 -1.17 -0.05 2.69
H19 -3.31 0.10 2.19
O12 -2.39 1.80 1.72
O13 3.10 -2.93 -3.39
O14 -0.35 1.89 -0.24
H20 1.63 0.42 2.80
H21 3.47 1.75 2.74
C7 3.83 1.45 0.56
H22 -1.13 2.17 0.24
H23 -1.57 -1.56 1.56
C8 -2.48 0.70 2.57
H24 -2.29 -3.20 0.09

These are the Mulliken partial charges, in e, on atoms 1 to 6: -0.034, -0.488, -0.491, 0.433, -0.450, -0.520